Computed, not measured: a structure of composition CH3F5N3P3 at a distorted geometry, with ωB97M-V with the def2-TZVPD basis set.

Last column: Mulliken charge in e.
Cartesian coordinates (Å):
C 0.866 1.703 -1.881  -0.854
N 1.269 -0.351 -0.072  -0.153
N -1.282 0.763 -0.333  -0.288
N -0.883 -1.350 1.431  -0.376
F 0.670 -2.539 -0.076  -0.345
F 1.017 -0.159 2.356  -0.435
F 1.643 -2.223 1.960  -0.206
F -2.683 0.494 1.807  -0.242
F -2.995 -0.912 0.000  -0.273
P 0.226 0.630 -0.641  0.388
P 0.688 -1.393 1.095  1.058
P -1.798 -0.289 0.789  0.772
H 0.187 1.736 -2.693  0.342
H 1.338 2.720 -1.551  0.293
H 1.736 1.171 -2.191  0.319

Summary:
Energy above the lowest of the compared OMol25 structures with the same formula, charge and spin   72.3 kJ/mol
2S+1   3
E_HOMO (alpha / beta)   -6.96 / -11.28 eV
LUMO energy (alpha / beta)   0.02 / -4.62 eV
Expectation value of S²   2.008